Molecular formula: C42H42N5O3S2V
Method: DFT, ωB97M-V/def2-TZVPD

Values from the calculation:
- Electronic energy: -3865.3559 Ha
- Multiplicity: 2
- Gap between HOMO and LUMO (spin up / spin down): 6.58 / 6.89 eV
- Charge: +1

XYZ file:
```
95
Properties=species:S:1:pos:R:3:mulliken_spin:R:1
V 1.85 0.87 0.87 1.18
C 5.40 -0.42 -1.09 0.00
O 5.65 -1.43 -0.11 0.00
C 5.35 -1.22 1.19 -0.01
C 6.11 -1.94 2.12 0.01
C 5.91 -1.82 3.48 -0.01
C 4.94 -0.95 3.97 0.01
C 4.14 -0.25 3.07 0.01
C 3.17 0.69 3.58 0.04
N 2.26 1.22 2.86 -0.04
N 1.54 2.27 3.46 -0.01
C 0.76 2.77 2.56 0.00
O 0.68 2.19 1.36 -0.02
C 0.01 4.01 2.77 0.00
C -0.08 4.57 4.04 0.00
C -0.77 5.76 4.21 0.00
C -1.37 6.38 3.12 0.00
C -1.28 5.82 1.85 0.00
C -0.60 4.62 1.67 0.00
C 4.34 -0.40 1.69 0.00
O 3.48 0.25 0.86 -0.03
H 5.99 -0.71 -1.96 0.00
H 5.75 0.55 -0.73 0.00
H 4.35 -0.36 -1.36 0.00
H 6.88 -2.59 1.72 0.00
H 6.53 -2.39 4.16 0.00
H 4.80 -0.82 5.03 0.00
H 3.25 1.02 4.62 0.00
H 0.39 4.08 4.88 0.00
H -0.85 6.20 5.19 0.00
H -1.90 7.31 3.26 0.00
H -1.74 6.30 1.01 0.00
H -0.53 4.16 0.70 0.00
S 1.30 1.04 -1.56 -0.02
C -0.08 0.11 -1.93 0.00
N -0.09 -0.71 -2.95 0.00
C -1.28 -1.54 -3.19 0.00
C -1.80 -2.00 -1.84 0.00
N -2.14 -0.81 -1.07 0.00
C -3.41 -0.83 -0.35 0.00
C -4.58 -0.91 -1.31 0.00
C -5.35 -2.06 -1.37 0.00
C -6.40 -2.16 -2.28 0.00
C -6.67 -1.10 -3.13 0.00
C -5.91 0.06 -3.06 0.00
C -4.86 0.16 -2.16 0.00
C -1.39 0.29 -1.17 0.01
S -1.77 1.80 -0.68 0.00
C 1.00 -0.82 -3.94 0.00
C 0.70 0.04 -5.15 0.00
C -0.10 -0.45 -6.18 0.00
C -0.41 0.35 -7.26 0.00
C 0.08 1.65 -7.33 0.00
C 0.88 2.14 -6.31 0.00
C 1.19 1.34 -5.22 0.00
H -0.97 -2.39 -3.79 0.00
H -2.03 -0.97 -3.74 0.00
H -1.05 -2.60 -1.32 0.00
H -2.71 -2.58 -1.97 0.00
H -3.45 0.08 0.26 0.00
H -3.40 -1.70 0.31 0.00
H -5.14 -2.89 -0.71 0.00
H -7.00 -3.06 -2.32 0.00
H -7.49 -1.17 -3.83 0.00
H -6.13 0.89 -3.72 0.00
H -4.27 1.06 -2.10 0.00
H 1.07 -1.87 -4.20 0.00
H 1.92 -0.51 -3.45 0.00
H -0.46 -1.48 -6.15 0.00
H -1.02 -0.04 -8.07 0.00
H -0.16 2.27 -8.18 0.00
H 1.27 3.14 -6.36 0.00
H 1.81 1.72 -4.42 0.00
C 0.24 -0.63 4.86 0.00
N -0.99 -0.74 4.13 0.00
C -1.79 -1.87 4.54 0.00
C -0.90 -0.44 2.71 -0.01
C -0.10 -1.39 1.82 -0.01
C -0.54 -2.72 1.73 -0.01
C 0.14 -3.67 1.00 0.02
C 1.26 -3.30 0.26 -0.01
C 1.66 -1.97 0.27 -0.03
C 1.01 -1.01 1.05 -0.07
H 0.05 -0.83 5.91 0.00
H 0.63 0.39 4.78 0.00
H 1.02 -1.34 4.53 0.00
H -2.03 -1.76 5.59 0.00
H -1.30 -2.84 4.41 0.00
H -2.73 -1.88 3.98 0.00
H -0.49 0.56 2.62 0.00
H -1.92 -0.38 2.32 0.01
H -1.43 -3.01 2.27 0.00
H -0.21 -4.69 0.99 0.00
H 1.80 -4.03 -0.32 0.00
H 2.52 -1.70 -0.32 0.00
```


Molecular formula: C45H33N8O4RhS3
Method: DFT, ωB97M-V/def2-TZVPD

Values from the calculation:
- Electronic energy: -3778.3007 Ha
- Multiplicity: 5
- Gap between HOMO and LUMO (spin up / spin down): 4.91 / 4.79 eV

XYZ file:
```
94
Properties=species:S:1:pos:R:3:mulliken_spin:R:1
Rh 2.76 -0.46 -0.53 1.77
N 1.77 -1.92 0.41 0.01
S 0.36 -2.29 0.14 0.05
N -0.84 -1.24 0.43 0.07
S -1.72 -0.38 -0.56 0.22
N -1.07 0.95 -1.20 0.06
S 0.12 1.61 -0.39 -0.01
N 1.28 0.63 -0.24 0.59
C 0.54 3.04 -1.30 0.05
C 0.68 2.89 -2.68 0.00
C 1.16 3.96 -3.40 0.00
C 1.51 5.14 -2.75 0.01
C 1.38 5.26 -1.38 0.00
C 0.90 4.20 -0.62 -0.01
C -0.38 2.13 1.20 0.00
C 0.17 1.50 2.30 0.02
C -0.24 1.90 3.56 0.00
C -1.19 2.90 3.70 0.00
C -1.76 3.50 2.57 0.00
C -1.36 3.11 1.31 0.00
C -2.45 -1.16 -1.83 -0.21
C -2.35 -0.71 -3.18 0.31
C -3.12 -1.33 -4.14 -0.11
C -4.01 -2.37 -3.82 0.32
C -4.13 -2.78 -2.49 -0.13
C -3.38 -2.20 -1.49 0.32
C -2.92 0.21 0.63 0.02
C -3.90 1.04 0.09 0.01
C -4.92 1.49 0.91 -0.01
C -4.96 1.11 2.25 0.01
C -3.99 0.27 2.76 0.00
C -2.96 -0.19 1.96 0.02
C 0.06 -2.96 -1.49 0.02
C 0.66 -2.31 -2.55 -0.01
C 0.46 -2.77 -3.84 0.01
C -0.33 -3.90 -4.06 0.01
C -0.90 -4.56 -2.99 -0.01
C -0.72 -4.10 -1.69 0.02
C -0.07 -3.58 1.28 -0.01
C 0.97 -4.29 1.85 0.00
C 0.68 -5.30 2.76 0.00
C -0.63 -5.58 3.08 0.00
C -1.67 -4.86 2.51 0.00
C -1.40 -3.85 1.61 0.00
H 0.42 1.96 -3.16 0.00
H 1.29 3.87 -4.47 0.00
H 1.91 5.97 -3.32 0.00
H 1.68 6.17 -0.87 0.00
H 0.88 4.27 0.47 0.00
H 0.91 0.72 2.16 -0.03
H 0.21 1.45 4.44 0.00
H -1.48 3.23 4.68 0.00
H -2.50 4.28 2.69 0.00
H -1.79 3.58 0.43 0.00
H -1.67 0.08 -3.44 0.04
H -3.03 -1.00 -5.16 0.00
H -4.61 -2.83 -4.59 0.03
H -4.83 -3.56 -2.23 -0.01
H -3.51 -2.51 -0.46 0.08
H -3.87 1.31 -0.96 0.00
H -5.69 2.14 0.50 0.00
H -5.76 1.47 2.88 0.00
H -4.02 -0.02 3.81 0.00
H -2.18 -0.82 2.35 0.01
H 1.27 -1.42 -2.40 -0.02
H 0.92 -2.25 -4.67 0.00
H -0.49 -4.26 -5.06 0.00
H -1.51 -5.43 -3.15 0.00
H -1.17 -4.62 -0.86 0.02
H 1.99 -4.04 1.58 0.00
H 1.49 -5.86 3.21 0.00
H -0.86 -6.37 3.79 0.00
H -2.70 -5.08 2.77 0.00
H -2.19 -3.26 1.17 0.01
O 2.65 4.37 4.37 0.00
C 2.42 4.23 3.17 0.00
O 1.54 4.74 2.44 0.00
C 3.17 3.09 2.45 0.00
C 3.37 1.85 3.06 0.02
C 3.70 0.76 2.28 0.01
N 3.86 0.86 0.96 0.18
C 3.80 2.08 0.39 0.00
C 3.51 3.21 1.11 0.04
C 3.90 2.11 -1.12 -0.03
O 4.19 3.12 -1.71 0.01
O 3.60 0.97 -1.69 0.02
H 3.20 1.75 4.12 0.00
H 3.79 -0.23 2.70 0.01
H 3.42 4.15 0.59 0.01
N 4.26 -1.60 -0.96 0.05
C 5.45 -1.51 -0.99 0.03
N 6.67 -1.61 -1.07 0.10
C 7.70 -0.91 -0.64 -0.02
N 8.65 -0.37 -0.28 0.05
```


Q: Among the records above, which one has the highest multiplicity?
A: C45H33N8O4RhS3


Q: The highest multiplicity belongs to which entry?
A: C45H33N8O4RhS3


Q: Which value of multiplicity does entry 2 give?
A: 5


Q: The highest multiplicity belongs to which entry?
A: C45H33N8O4RhS3